(1)
A structure of composition C36H28N11O8Y at a distorted geometry, computed with the ωB97M-V functional and the def2-TZVPD basis.

The spin multiplicity is 1. The energy above the lowest of the compared OMol25 structures with the same formula, charge and spin comes out at 13.25 kJ/mol. The HOMO energy is -8.155 eV. For the orbital gap, the calculation gives 0.279 Ha.

Geometry (Å):
1 Y -0.279 -0.204 0.375
2 C 3.178 0.959 0.033
3 C 3.229 1.135 1.541
4 C 2.140 2.006 2.131
5 C 2.245 2.454 3.444
6 C 1.276 3.303 3.939
7 C 0.235 3.692 3.104
8 C 0.201 3.180 1.824
9 N 1.125 2.340 1.338
10 N 2.276 -0.099 -0.479
11 C 2.876 -1.424 -0.256
12 C 1.940 -2.542 -0.664
13 C 2.413 -3.816 -0.914
14 C 1.521 -4.787 -1.335
15 C 0.190 -4.454 -1.517
16 C -0.204 -3.159 -1.239
17 N 0.652 -2.222 -0.814
18 C 2.154 0.100 -1.942
19 C 1.155 1.162 -2.323
20 C 1.240 1.818 -3.544
21 C 0.244 2.708 -3.895
22 C -0.792 2.951 -3.002
23 C -0.780 2.278 -1.799
24 N 0.158 1.382 -1.471
25 H 2.857 1.898 -0.419
26 H 4.189 0.742 -0.339
27 H 3.271 0.177 2.067
28 H 4.183 1.621 1.765
29 H 3.081 2.141 4.056
30 H 1.333 3.665 4.957
31 H -0.546 4.359 3.440
32 H -0.619 3.418 1.161
33 H 3.809 -1.522 -0.831
34 H 3.157 -1.519 0.794
35 H 3.463 -4.040 -0.773
36 H 1.863 -5.796 -1.524
37 H -0.541 -5.178 -1.847
38 H -1.232 -2.835 -1.348
39 H 3.138 0.342 -2.366
40 H 1.833 -0.835 -2.401
41 H 2.067 1.613 -4.210
42 H 0.276 3.213 -4.851
43 H -1.587 3.645 -3.227
44 H -1.559 2.437 -1.064
45 O -3.713 1.460 2.074
46 C -3.037 1.147 1.117
47 O -1.727 1.142 1.120
48 C -3.681 0.801 -0.208
49 C -4.957 1.287 -0.426
50 C -5.557 1.126 -1.662
51 C -4.905 0.513 -2.709
52 C -3.633 0.028 -2.490
53 C -3.000 0.072 -1.231
54 O -1.892 -0.541 -1.004
55 N -2.931 -0.547 -3.656
56 O -3.607 -0.926 -4.590
57 O -1.718 -0.597 -3.614
58 N -6.912 1.657 -1.888
59 O -7.392 1.521 -2.994
60 O -7.441 2.244 -0.970
61 H -5.468 1.802 0.376
62 H -5.367 0.418 -3.680
63 N 0.174 -2.277 7.889
64 C 0.257 -1.913 6.804
65 C 0.366 -1.439 5.440
66 C 1.346 -1.948 4.604
67 C 1.412 -1.465 3.308
68 N 0.588 -0.533 2.833
69 C -0.359 -0.055 3.655
70 C -0.515 -0.478 4.959
71 H 2.022 -2.726 4.927
72 H 2.131 -1.895 2.623
73 H -1.031 0.686 3.237
74 H -1.305 -0.074 5.574
75 N -3.271 -2.853 0.994
76 C -1.977 -2.906 1.386
77 O -1.328 -1.819 1.445
78 C -1.370 -4.136 1.685
79 C -2.098 -5.348 1.534
80 N -2.763 -6.281 1.398
81 C 0.006 -4.156 2.027
82 N 1.138 -4.142 2.262
83 H -3.863 -3.665 1.047
84 H -3.700 -1.945 0.920

=====

(2)
A structure of composition C36H28N4O2P2Pt at a distorted geometry, computed with the ωB97M-V functional and the def2-TZVPD basis.

The spin multiplicity is 1. As for the total charge: +2. The HOMO energy is -14.269 eV. For the orbital gap, the calculation gives 0.290 Ha.

Geometry (Å):
1 Pt 0.226 -0.346 0.073
2 O 3.219 -4.916 4.404
3 N 4.077 -4.230 3.883
4 O 5.272 -4.406 3.943
5 C 3.600 -3.170 2.962
6 C 4.387 -2.091 2.815
7 C 3.966 -1.000 1.989
8 C 4.771 0.124 1.729
9 C 4.303 1.096 0.886
10 C 3.018 0.977 0.348
11 N 2.227 -0.052 0.610
12 C 2.709 -1.056 1.391
13 C 1.906 -2.240 1.510
14 N 0.757 -2.267 0.777
15 C 0.061 -3.391 0.749
16 C 0.431 -4.525 1.472
17 C 1.555 -4.496 2.253
18 C 2.342 -3.325 2.277
19 H 5.344 -2.055 3.319
20 H 5.753 0.199 2.177
21 H 4.902 1.958 0.633
22 H 2.616 1.745 -0.301
23 H -0.811 -3.404 0.113
24 H -0.173 -5.418 1.404
25 H 1.848 -5.361 2.827
26 N -1.957 1.417 -0.772
27 P -1.907 -0.274 -0.631
28 C -3.431 -0.799 0.143
29 C -4.622 -0.245 -0.335
30 C -5.831 -0.662 0.194
31 C -5.858 -1.630 1.190
32 C -4.678 -2.177 1.669
33 C -3.462 -1.759 1.149
34 C -1.832 -0.871 -2.338
35 C -2.068 -0.099 -3.467
36 C -1.893 -0.638 -4.734
37 C -1.484 -1.955 -4.883
38 C -1.258 -2.743 -3.759
39 C -1.429 -2.203 -2.498
40 P -0.350 1.779 -0.445
41 C 0.427 2.631 -1.805
42 C 0.380 4.021 -1.926
43 C 0.928 4.629 -3.043
44 C 1.522 3.858 -4.034
45 C 1.570 2.475 -3.920
46 C 1.020 1.858 -2.808
47 C -0.274 2.818 1.016
48 C 0.879 3.561 1.280
49 C 0.976 4.297 2.448
50 C -0.074 4.298 3.358
51 C -1.220 3.559 3.101
52 C -1.320 2.814 1.937
53 H -2.730 2.063 -0.712
54 H -4.620 0.488 -1.133
55 H -6.755 -0.238 -0.175
56 H -6.806 -1.954 1.598
57 H -4.703 -2.919 2.456
58 H -2.544 -2.153 1.557
59 H -2.387 0.932 -3.368
60 H -2.085 -0.023 -5.602
61 H -1.345 -2.373 -5.871
62 H -0.951 -3.774 -3.869
63 H -1.261 -2.837 -1.633
64 H -0.079 4.626 -1.153
65 H 0.891 5.706 -3.142
66 H 1.950 4.340 -4.903
67 H 2.031 1.880 -4.697
68 H 1.039 0.777 -2.719
69 H 1.692 3.590 0.563
70 H 1.865 4.882 2.644
71 H 0.000 4.880 4.266
72 H -2.040 3.565 3.807
73 H -2.216 2.231 1.757

=====

(3)
A structure of composition C36H29ClCuN5O3S3, computed with the ωB97M-V functional and the def2-TZVPD basis.

The spin multiplicity is 2. As for the total charge: -1. Its expectation value of S² is 0.752. The energy above the lowest of the compared OMol25 structures with the same formula, charge and spin comes out at 4.89 kJ/mol. The HOMO energy (spin up / spin down) is -5.186 / -5.193 eV. For the orbital gap (spin up / spin down), the calculation gives 0.267 / 0.266 Ha.

Geometry (Å):
1 Cu -0.831 -2.518 -0.722
2 C -2.377 -6.297 0.526
3 C -1.844 -7.160 -0.421
4 C -1.047 -6.643 -1.429
5 C -0.779 -5.274 -1.485
6 C -1.301 -4.368 -0.537
7 C -2.106 -4.936 0.460
8 C 0.095 -4.768 -2.581
9 C 0.071 -5.378 -3.871
10 C 0.854 -4.885 -4.868
11 C 1.694 -3.772 -4.618
12 C 2.526 -3.176 -5.594
13 C 3.291 -2.089 -5.279
14 C 3.265 -1.553 -3.971
15 C 2.477 -2.113 -3.007
16 C 1.664 -3.235 -3.316
17 N 0.869 -3.738 -2.334
18 H -3.007 -6.687 1.318
19 H -2.039 -8.225 -0.370
20 H -0.609 -7.319 -2.156
21 H -2.543 -4.292 1.216
22 H -0.600 -6.206 -4.052
23 H 0.833 -5.324 -5.860
24 H 2.541 -3.592 -6.595
25 H 3.920 -1.631 -6.032
26 H 3.871 -0.688 -3.729
27 H 2.433 -1.718 -1.998
28 O 0.812 3.967 3.385
29 S -0.544 3.455 3.356
30 O -1.488 4.229 2.589
31 N -0.540 1.900 2.895
32 C -0.960 1.084 3.859
33 S -1.094 -0.570 3.723
34 C -1.335 1.814 5.119
35 C -1.820 1.290 6.306
36 C -2.102 2.168 7.344
37 C -1.904 3.540 7.201
38 C -1.419 4.067 6.011
39 C -1.146 3.176 4.994
40 H -1.969 0.222 6.394
41 H -2.484 1.782 8.280
42 H -2.132 4.202 8.027
43 H -1.265 5.130 5.885
44 N 2.122 0.712 2.009
45 C 2.451 1.373 0.873
46 S 3.138 0.546 -0.425
47 N 2.185 2.707 0.934
48 C 2.103 3.655 -0.108
49 C 2.852 3.593 -1.279
50 C 2.648 4.542 -2.272
51 C 1.731 5.568 -2.109
52 C 1.017 5.652 -0.919
53 C 1.200 4.705 0.074
54 H 2.231 -0.287 1.979
55 H 1.365 1.083 2.575
56 H 1.780 3.031 1.808
57 H 3.568 2.799 -1.415
58 H 3.218 4.466 -3.190
59 H 1.576 6.295 -2.895
60 H 0.304 6.451 -0.761
61 H 0.618 4.762 0.986
62 Cl 0.545 1.419 -4.291
63 C 0.044 1.045 -2.675
64 C -0.151 2.049 -1.745
65 C -0.526 1.679 -0.465
66 C -0.670 0.336 -0.161
67 N -0.484 -0.624 -1.074
68 C -0.137 -0.275 -2.315
69 H 0.010 3.086 -2.012
70 H -0.685 2.418 0.308
71 H -0.933 0.016 0.840
72 H 0.007 -1.071 -3.032
73 C -3.739 1.078 1.419
74 C -4.464 -0.069 0.752
75 O -4.201 -0.606 -0.263
76 H -4.428 1.678 2.008
77 H -3.219 1.688 0.678
78 H -3.011 0.626 2.099